Formula: C6H11N
Source: OMol25
Level of theory: wB97M-V/def2-TZVPD

Geometry as XYZ:
```
18
C6H11N (wB97M-V/def2-TZVPD)
C -1.70 -0.09 -0.34
H 1.74 0.23 1.35
H 0.11 1.97 1.30
H 2.25 -1.34 -0.74
H 0.72 2.00 -0.23
C 0.18 1.32 0.38
H 2.40 0.40 -1.11
H -2.66 -0.10 -0.79
C 1.00 0.01 0.53
C 1.67 -0.35 -0.74
H -0.66 -1.80 -0.92
N 0.03 -0.97 1.01
C -1.15 1.10 -0.17
C -0.96 -1.38 -0.01
H -1.83 2.03 -0.18
H 0.89 -0.32 -1.50
H -1.66 -2.06 0.34
H -0.38 -0.63 1.83
```

Calculated values
- SMILES = C[C@H]1CC=CCN1
- frontier orbital gap (Ha) = 0.346
- HOMO level (eV) = -8.3
- relative energy (zero: lowest compared OMol25 entry of this formula, charge and spin) (kcal/mol) = 37.3
- lowest unoccupied orbital energy (eV) = 1.09